(1)
Computed, not measured: 2 unconnected molecules or ions with the total composition C6H12NO at a distorted geometry, with ωB97M-V/def2-TZVPD.

The energy above the lowest of the compared OMol25 structures with the same formula, charge and spin comes out at 113.5 kcal per mole. The HOMO energy comes out at -12.33 eV. Its energy is -9942.18359 eV. The charge is +1.

XYZ file:
```
20
Properties=species:S:1:pos:R:3:nbo_charge:R:1
O 0.33847 2.20803 0.01772 -0.323
C 1.13348 1.46559 -0.52545 0.261
C 0.74087 0.12451 -0.95353 0.311
C -0.66979 -0.28332 -0.70489 -0.615
C -0.77670 -1.52993 0.13862 -0.229
C -1.83276 -2.34216 0.40769 -0.043
C -1.63528 -3.67437 1.12097 -0.662
N 2.16984 4.89835 -0.04950 -1.086
H 2.24424 1.71677 -0.53334 0.196
H 1.30744 -0.73448 -1.28672 0.247
H -1.30110 -0.43266 -1.61879 0.365
H -1.06837 0.57760 -0.10375 0.308
H 0.18483 -1.88164 0.68052 0.214
H -2.84553 -2.07513 0.04472 0.224
H -0.61185 -3.97229 1.41722 0.236
H -2.08495 -4.41169 0.46076 0.254
H -2.24772 -3.74811 2.02541 0.251
H 1.52608 4.13031 -0.11713 0.351
H 2.97889 4.66934 0.51962 0.366
H 2.44994 5.29527 -0.94015 0.373
```

---

(2)
Computed, not measured: 2 unconnected molecules or ions with the total composition C6H12NO at a distorted geometry, with ωB97M-V/def2-TZVPD.

The energy above the lowest of the compared OMol25 structures with the same formula, charge and spin comes out at 69.8 kcal per mole. The HOMO energy comes out at -13.30 eV. Its energy is -9944.07704 eV. The charge is +1.

XYZ file:
```
20
Properties=species:S:1:pos:R:3:nbo_charge:R:1
C -2.40735 -0.16553 -1.37998 -0.694
C -2.06415 0.14892 -0.01484 0.286
C 2.06677 -0.10329 -1.68950 -0.118
C 2.51515 -0.58311 -0.37252 0.283
C 3.26735 -0.77751 0.67750 -0.474
C -0.64573 0.70757 1.82558 -0.428
N -0.93530 0.18173 0.44203 -0.436
O 1.22189 -0.77093 -0.76565 -0.523
H -1.44542 -0.54149 -1.92172 0.236
H -2.84153 0.76145 -1.85959 0.283
H -2.95847 0.39414 0.67922 0.214
H 1.77399 0.92409 -1.68000 0.193
H 2.54190 -0.46393 -2.59485 0.234
H 4.25414 -0.36163 0.87640 0.254
H 2.90303 -1.48901 1.46615 0.229
H -3.14098 -0.96488 -1.38059 0.272
H -1.52146 1.12644 2.20629 0.228
H 0.00063 -0.04636 2.41348 0.256
H 0.02146 1.65567 1.63910 0.239
H -0.12146 -0.31831 -0.12743 0.465
```

---

(3)
Computed, not measured: a gas-phase ion, C6H12NO (charge +2) at a distorted geometry, with ωB97M-V/def2-TZVPD.

The energy above the lowest of the compared OMol25 structures with the same formula, charge and spin comes out at 33.0 kcal per mole. The HOMO energy (spin up / spin down) comes out at -19.11 / -19.12 eV. The spin multiplicity is 2. Its energy is -9933.33020 eV. The expectation value of S² is 0.753. The charge is +2.

XYZ file:
```
20
Properties=species:S:1:pos:R:3:nbo_charge:R:1
O 1.07509 -2.59047 0.59385 -0.437
C 0.33771 -1.67168 0.69924 0.411
C -0.15548 -1.00126 -0.63173 -0.149
C 0.29757 0.45683 -0.58224 -0.525
C -0.21120 1.28232 0.58637 0.305
C 0.74220 1.79443 1.46511 -0.041
C -1.66810 1.58996 0.63896 -0.682
N 0.56555 -1.76971 -1.70628 -0.682
H 0.00514 -1.31744 1.68624 0.182
H -1.19650 -1.31317 -0.67972 0.275
H 0.14555 1.05878 -1.49281 0.310
H 1.39069 0.44250 -0.51428 0.246
H 0.49201 2.46405 2.28718 0.252
H 1.81445 1.71073 1.31594 0.241
H -1.92332 0.70716 1.28134 0.310
H -2.16904 1.58646 -0.32076 0.286
H -1.89841 2.45849 1.23499 0.295
H 1.04135 -2.58440 -1.27477 0.482
H 1.33842 -1.23386 -2.09558 0.449
H -0.02367 -2.06974 -2.49106 0.471
```

---

(4)
Computed, not measured: a gas-phase ion, C6H12NO (charge +2) at a distorted geometry, with ωB97M-V/def2-TZVPD.

The energy above the lowest of the compared OMol25 structures with the same formula, charge and spin comes out at 31.9 kcal per mole. The HOMO energy (spin up / spin down) comes out at -18.91 / -18.90 eV. The spin multiplicity is 2. Its energy is -9933.37702 eV. The expectation value of S² is 0.752. The charge is +2.

XYZ file:
```
20
Properties=species:S:1:pos:R:3:nbo_charge:R:1
O 0.24468 0.49996 -2.37960 -0.419
C 0.97488 0.58602 -1.44378 0.390
C 0.88349 -0.52920 -0.35738 -0.138
C -0.53243 -0.61043 0.27289 -0.519
C -0.86698 0.40161 1.33528 0.318
C -1.66029 -0.02984 2.42329 -0.036
C -0.34052 1.76726 1.30941 -0.725
N 1.09740 -1.84838 -1.11852 -0.671
H 1.71567 1.36604 -1.22542 0.185
H 1.66688 -0.53891 0.40828 0.250
H -0.74683 -1.60907 0.63086 0.257
H -1.21848 -0.25087 -0.52571 0.323
H -1.81359 0.61891 3.27660 0.249
H -2.24472 -0.95059 2.38098 0.243
H -1.10002 2.49392 1.63577 0.313
H 0.10110 2.08913 0.36961 0.258
H 0.48306 1.77906 2.05200 0.327
H 0.21689 -2.36763 -1.16578 0.455
H 1.71542 -2.46848 -0.58282 0.464
H 1.47198 -1.65459 -2.05507 0.476
```

---

(5)
Computed, not measured: 2 unconnected molecules or ions with the total composition C6H12NO2 at a distorted geometry, with ωB97M-V/def2-TZVPD.

The energy above the lowest of the compared OMol25 structures with the same formula, charge and spin comes out at 115.1 kcal per mole. The HOMO energy (spin up / spin down) comes out at -11.67 / -11.67 eV. Its energy is -11989.32264 eV. The charge is +1.

XYZ file:
```
21
Properties=species:S:1:pos:R:3:nbo_charge:R:1
C 0.50421 -0.66452 1.38720 -0.508
C -0.11349 -0.35972 0.31909 -0.172
C 1.75414 0.28981 -1.69620 1.088
C -2.26971 -0.48087 1.51228 -0.442
C -1.85902 0.97151 -0.41909 -0.400
C 4.15060 0.21170 -1.73955 -0.239
N -1.55367 -0.27662 0.24432 -0.387
O 1.07462 0.70030 -2.52042 -0.406
O 2.77533 -0.01192 -1.15910 -0.445
H -0.05571 -0.93147 2.25265 0.186
H 1.55789 -0.48520 1.36560 0.224
H -1.68672 0.14399 2.15571 0.224
H -3.37380 -0.30863 1.57003 0.248
H -2.08823 -1.44257 1.85878 0.224
H -2.78634 0.96583 -0.88009 0.219
H -1.73297 1.78071 0.21950 0.225
H -1.12418 1.02904 -1.23857 0.239
H 4.63359 -0.71770 -1.90465 0.242
H 4.66184 0.68215 -0.88294 0.234
H 4.06232 0.95860 -2.50241 0.225
H -1.92553 -0.95390 -0.35105 0.422
```

---

(6)
Computed, not measured: 2 unconnected molecules or ions with the total composition C6H12NO2P at a distorted geometry, with ωB97M-V/def2-TZVPD.

The energy above the lowest of the compared OMol25 structures with the same formula, charge and spin comes out at 0.0 kcal per mole. The HOMO energy (spin up / spin down) comes out at -7.38 / -9.34 eV. The spin multiplicity is 3. Its energy is -21286.00836 eV. The expectation value of S² is 2.023.

XYZ file:
```
22
Properties=species:S:1:pos:R:3:nbo_charge:R:1
C 0.70436 -0.81829 0.79201 0.687
C 1.16866 2.29959 -0.01557 -0.626
C 1.22131 -2.39887 -1.15197 -0.681
C -3.55004 0.66934 -0.14616 -0.937
C 1.85162 1.24729 0.84756 -0.080
C 0.46277 -2.01520 0.05271 -0.064
N -1.57723 -0.86997 -0.53335 -0.808
O 0.05006 -0.48499 1.78305 -0.654
O 1.68538 -0.04590 0.27979 -0.507
P -2.02575 -0.10202 0.69860 1.046
H 1.54685 2.25165 -1.03412 0.213
H 0.09293 2.12260 -0.03607 0.206
H 1.35645 3.28969 0.39022 0.215
H 2.28796 -2.40157 -0.91228 0.234
H 0.92580 -3.38532 -1.49644 0.223
H 1.08172 -1.67611 -1.95349 0.239
H -4.40100 0.03232 0.08235 0.234
H -3.71683 1.66578 0.25288 0.223
H -3.39188 0.69970 -1.22005 0.235
H 1.43209 1.25150 1.85970 0.209
H 2.92960 1.42326 0.89620 0.186
H -0.13485 -2.75446 0.56446 0.207
```

---

(7)
Computed, not measured: a gas-phase ion, C6H12NO3 (charge +1) at a distorted geometry, with ωB97M-V/def2-TZVPD.

The energy above the lowest of the compared OMol25 structures with the same formula, charge and spin comes out at 47.8 kcal per mole. The HOMO energy comes out at -13.34 eV. Its energy is -14039.66359 eV. The SMILES is C[C@@]1(O)C[NH2+][C@H]2[C@H](O)[C@]21O. The charge is +1.

XYZ file:
```
22
Properties=species:S:1:pos:R:3:nbo_charge:R:1
C -1.40430 1.06839 -1.16017 -0.677
C -0.87927 0.43200 0.15395 0.220
O -1.58015 0.88352 1.38027 -0.718
C -0.97234 -1.04828 0.12441 -0.279
N 0.01893 -1.61002 1.00752 -0.488
C 1.08249 -0.64593 0.97447 -0.163
C 1.67809 -0.31951 -0.35840 0.087
O 2.92758 0.25322 -0.44654 -0.653
C 0.63675 0.66825 0.49062 0.202
O 1.12747 1.75985 1.11434 -0.689
H -1.77004 0.38476 -1.98782 0.241
H -0.62073 1.62108 -1.69685 0.240
H -2.27770 1.77705 -0.96506 0.265
H -0.88456 1.46412 1.82560 0.485
H -2.02436 -1.32726 0.31774 0.272
H -0.79523 -1.35560 -0.89787 0.235
H -0.49913 -1.49022 1.94656 0.469
H 0.15342 -2.54993 0.70159 0.456
H 1.65789 -0.68113 1.98008 0.260
H 1.33285 -0.96022 -1.27009 0.223
H 2.97428 0.92382 0.22633 0.489
H 0.75684 2.62502 0.75233 0.522
```

---

(8)
Computed, not measured: 3 unconnected molecules or ions with the total composition C6H12NO3P at a distorted geometry, with ωB97M-V/def2-TZVPD.

The energy above the lowest of the compared OMol25 structures with the same formula, charge and spin comes out at 36.5 kcal per mole. The HOMO energy comes out at -0.12 eV. Its energy is -23336.00638 eV. The charge is -2.

XYZ file:
```
23
Properties=species:S:1:pos:R:3:nbo_charge:R:1
C -1.12997 0.15542 -0.32946 0.319
C -2.53591 1.60734 0.84677 -0.665
C -3.57389 -0.22531 -0.35170 -0.696
C 3.15204 -1.30739 -1.40970 -0.646
C -2.40154 0.16007 0.49086 -0.315
C 3.07540 -0.34211 -0.25494 -0.266
N -0.16305 0.15624 -0.93643 -0.418
O 3.28852 -0.96607 1.07372 -0.813
O 5.68654 -1.18029 0.16466 -1.180
O 5.15982 0.97288 1.53952 -1.137
P 4.64505 -0.12571 0.60063 2.213
H -5.67109 0.91109 1.34248 -0.872
H -2.06770 1.78662 1.84021 0.202
H -3.65377 1.61219 1.07026 0.293
H -2.15746 2.30728 0.15774 0.207
H -3.45757 0.39730 -1.36347 0.192
H -3.77521 -1.34176 -0.48206 0.196
H -4.43730 0.10353 0.27870 0.316
H 4.21098 -1.75511 -1.47368 0.243
H 3.08632 -0.72078 -2.35125 0.189
H 2.45578 -2.08268 -1.37609 0.195
H -2.09947 -0.53163 1.32159 0.239
H 2.36348 0.40888 -0.39836 0.200
```

---

(9)
Computed, not measured: 2 unconnected molecules or ions with the total composition C6H12NOP at a distorted geometry, with ωB97M-V/def2-TZVPD.

The energy above the lowest of the compared OMol25 structures with the same formula, charge and spin comes out at 80.9 kcal per mole. The HOMO energy (spin up / spin down) comes out at -9.08 / -8.94 eV. Its energy is -19239.13066 eV.

XYZ file:
```
21
Properties=species:S:1:pos:R:3:nbo_charge:R:1
C -0.23346 1.38382 -0.14715 0.176
C 1.23587 1.78482 0.38735 -0.443
C -0.16129 -0.07525 -0.66106 -0.484
C 1.71487 0.44927 0.73458 -0.396
C 1.31871 -0.40632 -0.46597 -0.208
C 1.59469 -1.90562 -0.13578 -0.614
N -1.31396 2.03030 -0.01509 -0.247
O -3.71232 -1.34747 0.64579 -0.959
P -3.85238 -0.01665 0.02849 1.152
H 1.62164 2.31620 -0.42293 0.225
H 1.26086 2.24324 1.32326 0.232
H -0.96034 -0.68880 -0.23772 0.252
H -0.43754 -0.10096 -1.70740 0.234
H 2.79988 0.33224 0.95056 0.218
H 1.18351 0.06526 1.62313 0.203
H 2.03653 -0.01658 -1.28160 0.205
H 1.46142 -2.15187 0.92960 0.214
H 2.64966 -2.06485 -0.39617 0.209
H 1.06949 -2.62521 -0.83613 0.215
H -4.71112 -0.05612 -1.09941 -0.092
H -4.56472 0.85058 0.78367 -0.092
```

---

(10)
Computed, not measured: a single C6H12NOP molecule at a distorted geometry, with ωB97M-V/def2-TZVPD.

The energy above the lowest of the compared OMol25 structures with the same formula, charge and spin comes out at 51.9 kcal per mole. The HOMO energy comes out at -8.23 eV. Its energy is -19240.38999 eV. The SMILES is [H]/P=N/[C@@H](C(C)=O)C(C)C.

XYZ file:
```
21
Properties=species:S:1:pos:R:3:nbo_charge:R:1
H 4.05117 -1.51691 0.25211 -0.116
P 2.90953 -1.02666 -0.40418 0.840
N 2.04796 -0.83825 0.91945 -0.865
C 0.98947 0.08744 0.81354 -0.202
C 1.41058 1.38984 0.11076 0.632
C 0.73792 2.63713 0.68713 -0.719
O 2.30565 1.40674 -0.68549 -0.536
C -0.28454 -0.34026 0.01031 -0.201
C -0.93623 -1.49425 0.71785 -0.606
C 0.09566 -0.79991 -1.41199 -0.656
H 0.62515 0.24805 1.87673 0.207
H 1.28758 3.56773 0.59010 0.240
H 0.63974 2.43043 1.68415 0.225
H -0.26144 2.89058 0.31138 0.241
H -0.91544 0.62767 -0.18221 0.208
H -0.24671 -2.20652 0.93256 0.219
H -1.65715 -1.76128 -0.00161 0.210
H -1.44497 -1.21194 1.59245 0.207
H 0.84368 -0.16457 -1.91345 0.228
H -0.71622 -0.72375 -2.20876 0.229
H 0.60899 -1.87127 -1.32943 0.215
```

---

(11)
Computed, not measured: a gas-phase ion, C6H12NOS2 (charge -1) at a distorted geometry, with ωB97M-V/def2-TZVPD.

The HOMO energy comes out at -3.20 eV. Its energy is -31625.29873 eV. The SMILES is OCCCCCNC(=S)[S-]. The charge is -1.

XYZ file:
```
22
Properties=species:S:1:pos:R:3:nbo_charge:R:1
O 2.91368 0.72416 1.03318 -0.732
C 2.05322 1.17521 0.03978 -0.051
C 0.60809 1.48857 0.50561 -0.483
C -0.60331 1.48915 -0.36888 -0.393
C -0.61266 0.22707 -1.27330 -0.390
C -0.48137 -1.16761 -0.74643 -0.251
N -1.62743 -1.63409 -0.04490 -0.633
C -1.56604 -2.06354 1.25293 -0.086
S -0.13352 -1.98492 2.11506 -0.382
S -2.79563 -3.16574 1.63494 -0.417
H 2.61638 -0.11328 1.36088 0.478
H 2.53026 2.07508 -0.36084 0.162
H 2.02148 0.31348 -0.57250 0.162
H 0.30070 0.63380 1.15515 0.246
H 0.55881 2.30019 1.26243 0.199
H -0.72787 2.44870 -0.94645 0.180
H -1.54227 1.57370 0.16686 0.215
H -1.46639 0.30333 -1.97666 0.189
H 0.26500 0.29385 -1.99320 0.180
H -0.37213 -1.80924 -1.53794 0.183
H 0.48128 -1.21060 -0.14391 0.230
H -2.42028 -1.89729 -0.56180 0.393
```

---

(12)
Computed, not measured: 2 unconnected molecules or ions with the total composition C6H12NS, with ωB97M-V/def2-TZVPD.

The energy above the lowest of the compared OMol25 structures with the same formula, charge and spin comes out at 2.2 kcal per mole. The HOMO energy comes out at -2.59 eV. Its energy is -18741.63499 eV. The charge is -1.

XYZ file:
```
20
Properties=species:S:1:pos:R:3:nbo_charge:R:1
C 2.22094 -3.06346 2.07454 -0.406
C 2.05163 -1.75981 2.26215 -0.201
C 1.58550 -0.84043 1.23186 -0.239
C 1.54992 0.47691 1.39119 -0.373
H 1.97386 -3.50580 1.11529 0.196
H 2.57953 -3.73019 2.84816 0.183
H 2.29639 -1.32667 3.23059 0.181
H 1.25741 -1.24839 0.28060 0.256
H 1.18507 1.13388 0.61587 0.222
H 1.91040 0.90926 2.32229 0.163
C -2.15370 1.76663 -2.19140 -0.223
C -0.83786 1.35983 -1.52671 -0.544
S -0.40889 -0.38057 -1.80267 -0.717
N -3.30684 0.97336 -1.74893 -0.863
H -2.06676 1.63032 -3.27266 0.175
H -2.37374 2.82237 -1.98944 0.153
H -0.95609 1.56174 -0.45000 0.157
H -0.04281 2.03120 -1.87090 0.174
H -3.48772 1.18407 -0.77111 0.326
H -2.97623 0.00575 -1.74871 0.380
```